(1)
Molecular formula: C41H46CaP2
Method: DFT, wB97M-V/def2-TZVPD

Calculated values
HOMO   -7.240 eV
DFT total energy   -80271.79578 eV
Multiplicity   1

Each line ends with the Mulliken charge.
Geometry (Å):
Ca: -2.6263 0.1404 -2.0704  1.517
C: 2.4119 1.5905 -1.5756  -0.277
C: 2.3252 1.7606 -2.9045  -0.441
C: 2.4655 0.7989 -4.0440  -1.024
C: 1.4198 -0.3390 -4.0507  0.258
C: 2.0226 -1.6393 -3.6702  -0.750
C: 2.5812 -1.8839 -2.4703  -0.233
C: 3.2235 -0.8670 -1.5626  -1.238
C: 2.4488 0.2693 -0.8518  1.083
C: -3.1643 -1.4785 -0.6110  -1.620
H: 2.3443 2.4740 -0.9261  0.322
H: 2.0012 2.7344 -3.2765  0.375
H: 3.4791 0.3896 -4.1996  0.443
H: 2.2385 1.3943 -4.9443  0.323
H: 0.6009 -0.1507 -3.3362  -0.299
H: 0.9778 -0.3453 -5.0585  0.458
H: 1.8974 -2.4210 -4.4317  0.356
H: 2.6300 -2.9012 -2.0765  0.371
H: 3.8446 -0.2758 -2.2302  0.336
H: 3.8231 -1.3677 -0.7737  0.421
H: 1.4532 -0.0663 -0.5470  -0.706
H: 2.9232 0.4325 0.1412  -0.018
H: -2.8767 -1.1215 0.3999  0.302
H: -2.5364 -2.3358 -0.7782  0.364
H: -4.1994 -1.8356 -0.5734  0.359
P: -5.1317 2.3258 -5.7920  0.028
P: -5.7673 -0.9332 -6.3297  0.007
C: -4.3319 1.3593 -7.0894  -0.717
C: -4.7273 0.0950 -7.3976  -0.834
C: -5.8555 3.6871 -6.8718  0.427
C: -5.3390 4.0053 -8.1382  0.093
C: -6.0082 4.8932 -8.9935  -0.661
C: -7.1750 5.5387 -8.5729  -0.407
C: -7.6788 5.2642 -7.2931  -0.522
C: -7.0448 4.3312 -6.4633  -0.553
C: -3.6201 3.0122 -4.9779  -0.208
C: -2.8380 2.1265 -4.2007  0.321
C: -1.6705 2.5835 -3.5889  0.362
C: -1.2886 3.9204 -3.7559  -1.166
C: -2.0634 4.7957 -4.5189  -0.608
C: -3.2474 4.3519 -5.1181  -0.398
C: -6.8040 -1.5897 -7.7581  0.398
C: -7.5299 -0.6562 -8.5273  -0.404
C: -8.3122 -1.0938 -9.6000  -0.558
C: -8.4045 -2.4532 -9.9208  -0.507
C: -7.6633 -3.3697 -9.1714  -0.515
C: -6.8816 -2.9516 -8.0872  -0.328
C: -4.6789 -2.3836 -6.0591  0.354
C: -5.0302 -3.2895 -5.0392  -0.538
C: -4.2287 -4.4018 -4.7886  -0.610
C: -3.0604 -4.6085 -5.5348  -0.450
C: -2.7277 -3.7271 -6.5658  -0.748
C: -3.5326 -2.6145 -6.8288  0.228
H: -3.5134 1.8530 -7.6357  0.711
H: -4.4793 -0.3512 -8.3745  0.801
H: -4.4140 3.5420 -8.4773  0.264
H: -5.6192 5.0750 -9.9994  0.356
H: -7.6883 6.2420 -9.2369  0.365
H: -8.5820 5.7774 -6.9562  0.359
H: -7.4682 4.0893 -5.4884  0.372
H: -3.1257 1.0509 -4.1718  0.205
H: -0.9764 1.8997 -3.0594  0.167
H: -0.3661 4.2720 -3.2987  0.425
H: -1.7610 5.8324 -4.6580  0.386
H: -3.8648 5.0413 -5.7012  0.369
H: -7.4706 0.4108 -8.2887  0.394
H: -8.8575 -0.3634 -10.1924  0.368
H: -9.0380 -2.7933 -10.7459  0.360
H: -7.6859 -4.4267 -9.4275  0.365
H: -6.3191 -3.6872 -7.5036  0.290
H: -5.9380 -3.1243 -4.4593  0.385
H: -4.5162 -5.1164 -4.0178  0.415
H: -2.4167 -5.4625 -5.3202  0.398
H: -1.8422 -3.9030 -7.1815  0.390
H: -3.2674 -1.9400 -7.6396  0.352
C: 0.1334 -1.3595 3.0221  -1.596
C: 0.3686 0.0564 2.4077  2.470
C: -0.5028 1.0796 3.1793  -1.800
C: 1.8795 0.3300 2.7094  -1.597
C: -0.1332 0.2141 0.9572  -0.972
C: -0.6979 0.2829 -0.1734  -0.501
H: 0.8407 -1.4875 3.8581  0.414
H: 0.3000 -2.1575 2.2857  0.348
H: -0.8803 -1.4323 3.4308  0.341
H: -0.0890 1.2654 4.1759  0.473
H: -0.5551 2.0454 2.6596  0.347
H: -1.5065 0.6526 3.3034  0.335
H: 2.4886 -0.5792 2.8558  0.384
H: 2.4169 0.9259 1.9690  0.321
H: 1.9564 0.8566 3.6716  0.368



(2)
Molecular formula: C6H9FO
Method: DFT, wB97M-V/def2-TZVPD

Calculated values
HOMO   -8.499 eV
DFT total energy   -11128.93328 eV
Multiplicity   1

Each line ends with the Mulliken charge.
Geometry (Å):
C: 3.1522 -0.5042 -0.2213  -0.570
C: 2.0724 0.0205 0.2294  0.082
C: 0.1019 -0.8220 -0.2361  0.107
C: -1.6053 0.4950 -1.2646  -1.547
C: -1.5483 0.1115 1.2235  -1.474
C: -0.7397 0.3631 -0.0469  0.934
O: 0.1321 -1.9378 -0.5130  -0.356
F: 1.9128 1.1757 0.9329  -0.262
H: 4.1305 -0.1397 0.1814  0.295
H: 3.1150 -1.6058 -0.4545  0.228
H: -2.4216 -0.2713 -1.2793  0.293
H: -1.1373 0.4058 -2.1606  0.499
H: -1.9543 1.5679 -1.3920  0.362
H: -0.7827 0.0068 2.1442  0.292
H: -2.3393 0.7869 1.4139  0.415
H: -1.9518 -0.8763 1.2412  0.375
H: -0.1367 1.2238 0.2017  0.327



(3)
Molecular formula: C3H4BiLiO4
Method: DFT, wB97M-V/def2-TZVPD

Calculated values
HOMO (alpha / beta)   -20.910 / -20.912 eV
DFT total energy   -17375.10368 eV
Net charge   +3
Multiplicity   2
Expectation value of S²   0.7521

Each line ends with the Löwdin spin population.
Geometry (Å):
H: -1.0945 0.4133 -1.4154  0.000
C: -1.3052 0.3142 -0.3507  0.000
C: -1.8657 1.3780 0.4682  0.000
O: -2.6114 0.2163 0.0514  0.000
H: -1.6378 1.4231 1.5329  0.000
H: -2.1544 2.3115 -0.0190  0.000
O: 1.6095 0.3776 0.0173  0.115
C: 0.9064 -0.6071 0.0787  0.009
O: -0.3929 -0.6668 0.1347  0.002
Bi: 3.2197 1.6829 0.0421  0.865
H: 0.6626 -2.4519 -0.2808  0.000
Li: 3.2600 -2.5673 -0.1471  0.006
O: 1.4038 -1.8238 -0.1121  0.004



(4)
Molecular formula: C22H68O20
Method: DFT, wB97M-V/def2-TZVPD

Calculated values
HOMO   -9.405 eV
DFT total energy   -64862.55792 eV
SMILES   OCCO.OCCO.OCCO.OCCO.OCCO.OCCO.OCCO.OCCO.CCO.CCO.CCO.O
Multiplicity   1

Each line ends with the Mulliken charge.
Geometry (Å):
O: 3.9355 0.9948 1.5567  -0.602
C: 3.3560 1.5178 0.3661  0.134
C: 3.3794 0.4356 -0.7033  -0.455
O: 2.8178 -0.8295 -0.3365  -0.433
H: 3.2567 0.3836 1.9195  0.189
H: 2.3087 1.7128 0.5681  -0.400
H: 3.8989 2.4071 0.0253  0.595
H: 4.3726 0.3659 -1.0106  0.442
H: 2.7844 0.8650 -1.5114  0.243
H: 3.4795 -1.3690 0.1510  0.194
O: -4.0048 0.4732 -3.4100  -0.608
C: -3.5538 -0.7984 -2.9405  0.383
C: -3.2870 -1.8016 -4.0324  -0.733
O: -2.1357 -1.5296 -4.9239  -0.509
H: -3.4393 0.8991 -4.0763  0.410
H: -2.7201 -0.6247 -2.2594  -0.256
H: -4.3361 -1.2245 -2.3238  0.368
H: -4.1949 -1.8852 -4.6980  0.271
H: -3.1311 -2.7464 -3.5703  0.405
H: -1.3863 -2.1179 -4.6054  0.269
O: -1.8629 4.1033 1.2706  -0.563
C: -2.1098 4.2421 -0.1430  -0.663
C: -2.0504 2.9184 -0.8633  -0.122
O: -0.8414 2.2559 -0.4805  0.748
H: -0.9195 4.2308 1.3632  0.135
H: -3.0143 4.8123 -0.3595  0.384
H: -1.3138 4.9101 -0.5415  0.184
H: -1.9283 3.1577 -1.9512  0.069
H: -2.9191 2.3069 -0.6297  0.386
H: -0.9279 1.4700 0.1220  -0.201
O: -1.2257 2.5364 4.4154  -0.568
C: -2.2646 1.5106 4.5613  -0.587
C: -3.1857 1.4971 3.3288  0.573
O: -3.6666 2.7776 2.9513  -0.585
H: -1.6743 3.3896 4.4218  0.271
H: -1.7327 0.5841 4.6618  0.193
H: -2.7829 1.7206 5.4904  0.412
H: -4.0376 0.8487 3.5709  0.280
H: -2.5231 1.0169 2.5496  -0.412
H: -3.0811 3.1732 2.2700  0.388
O: -1.7870 1.3784 -5.3058  -0.579
C: -0.5715 1.8900 -4.8590  -0.598
C: -0.0352 1.1678 -3.6317  0.194
O: 1.0597 1.9823 -3.0853  -0.555
H: -1.7823 0.4425 -5.5284  0.329
H: 0.1765 1.8533 -5.6674  0.292
H: -0.7352 2.9200 -4.5667  0.353
H: 0.3654 0.2157 -4.0324  0.315
H: -0.8408 0.9353 -2.9174  -0.139
H: 0.6190 2.5672 -2.4835  0.192
O: 2.0464 6.7696 -0.9901  -0.589
C: 1.8770 5.3183 -0.8784  -0.327
C: 2.1629 4.8523 0.5086  0.415
O: 1.1288 5.3723 1.3440  -0.591
H: 1.4802 7.2947 -0.4107  0.337
H: 0.8593 4.9878 -1.1303  0.002
H: 2.6264 4.8790 -1.5300  0.340
H: 3.1363 5.1917 0.8900  0.480
H: 2.1135 3.7732 0.4250  -0.298
H: 1.3404 5.1744 2.2817  0.277
O: 1.0246 2.0584 3.1128  -0.169
C: 1.9727 1.8325 4.1557  -0.839
C: 1.8650 0.4396 4.8185  -0.267
O: 2.5544 -0.4160 3.9190  -0.504
H: 0.1773 2.3298 3.4998  0.156
H: 2.9464 1.8503 3.6429  0.382
H: 1.8802 2.6813 4.7812  0.477
H: 0.8170 0.1105 4.9098  0.140
H: 2.2566 0.3479 5.8289  0.476
H: 2.4191 -1.2951 4.1884  0.211
O: -0.6069 0.2035 1.4868  -0.021
C: -0.2907 -1.2260 1.4134  0.119
C: -0.6876 -1.8153 0.0884  -0.646
O: -0.0134 -1.2449 -1.0972  -0.099
H: 0.1871 0.6227 1.8770  -0.254
H: 0.7670 -1.3439 1.5035  0.021
H: -0.8168 -1.7801 2.2359  0.047
H: -1.7702 -1.6052 -0.0575  0.085
H: -0.5305 -2.8640 0.2113  0.332
H: 0.9640 -1.2115 -0.9909  0.045
C: 3.5088 -3.9069 -3.7395  -0.842
C: 2.7409 -5.0030 -4.4548  -0.312
O: 1.6948 -5.4142 -3.6092  -0.450
H: 3.9840 -4.1869 -2.8083  0.289
H: 2.8540 -3.0204 -3.5548  0.096
H: 4.3638 -3.6824 -4.3867  0.370
H: 3.4664 -5.7717 -4.7363  0.397
H: 2.3176 -4.5755 -5.3445  0.246
H: 1.3782 -6.2668 -3.8465  0.241
C: -4.6802 -2.0865 2.1316  -0.935
C: -3.5968 -2.6713 3.0460  0.026
O: -2.6109 -3.4458 2.3353  -0.448
H: -4.2887 -1.4046 1.3367  0.148
H: -5.4090 -1.4097 2.6580  0.331
H: -5.2948 -2.8682 1.5877  0.343
H: -4.0709 -3.3014 3.8067  0.354
H: -3.0383 -1.8635 3.5351  -0.005
H: -3.0785 -4.1886 1.9277  0.289
C: 2.9555 -3.9228 1.8730  -0.515
C: 1.8175 -4.8612 1.4158  -0.060
O: 1.9745 -6.1305 2.0048  -0.572
H: 2.7689 -2.8916 1.4640  -0.283
H: 3.9455 -4.1291 1.5968  0.516
H: 2.9822 -3.7922 2.9451  0.253
H: 1.6466 -4.8656 0.3624  0.296
H: 0.8888 -4.5024 1.8650  0.032
H: 2.7388 -6.5796 1.6694  0.319
O: 0.0123 -2.7468 -3.4483  -0.645
H: -0.1614 -2.2051 -2.6602  0.544
H: 0.4967 -3.5362 -3.1248  0.206



(5)
Molecular formula: C2Cl2
Method: DFT, wB97M-V/def2-TZVPD

Calculated values
HOMO (alpha / beta)   -8.035 / -8.165 eV
DFT total energy   -27109.42749 eV
SMILES   ClC#CCl
Multiplicity   1

Each line ends with the Mulliken charge.
Geometry (Å):
Cl: -2.4683 -0.1391 -0.0215  -0.078
C: -0.8712 0.0034 0.0748  0.071
C: 0.9049 0.3048 -0.0472  0.039
Cl: 2.4346 -0.1691 -0.0061  -0.032



(6)
Molecular formula: C24H15F5IrN6OSbSe5Te
Method: DFT, wB97M-V/def2-TZVPD

Calculated values
HOMO (alpha / beta)   -3.482 / -5.276 eV
DFT total energy   -393110.44083 eV
Net charge   -1
Multiplicity   6
Expectation value of S²   8.8326

Each line ends with the Löwdin spin population.
Geometry (Å):
Ir: -0.3910 -0.7059 -0.6659  1.510
C: 0.8688 1.3138 4.6955  0.048
C: -0.3118 0.5940 4.8423  -0.002
C: -0.9343 0.0081 3.7558  0.042
C: -0.3882 0.1267 2.4634  0.016
C: 0.8042 0.8440 2.3320  0.037
C: 1.4196 1.4268 3.4279  -0.002
N: -1.0183 -0.4467 1.3595  0.267
N: -2.1844 -1.0259 1.6565  0.373
C: -2.8023 -1.6171 0.6105  0.046
C: -4.0227 -2.2785 0.8301  0.090
C: -4.6328 -2.9629 -0.2017  0.042
C: -4.0122 -3.0388 -1.4475  0.122
C: -2.8065 -2.3778 -1.6694  -0.001
C: -2.2074 -1.6036 -0.6806  0.131
H: 1.3516 1.7670 5.5519  0.003
H: -0.7536 0.4793 5.8253  -0.001
H: -1.8463 -0.5548 3.8747  0.005
H: 1.2611 0.9392 1.3662  0.002
H: 2.3445 1.9743 3.2846  -0.001
H: -4.4430 -2.2566 1.8275  0.003
H: -5.5763 -3.4681 -0.0340  0.000
H: -4.4556 -3.6273 -2.2411  0.006
H: -2.3235 -2.5059 -2.6307  0.001
Se: -3.0056 2.2577 -4.4806  0.597
Sb: -2.9732 0.0240 -3.5686  0.102
Se: -0.4634 -0.3554 -3.0279  0.235
Se: -4.4123 0.4116 -1.2826  0.412
Se: -6.1525 -0.8940 -1.5914  0.640
Se: 4.8898 5.1662 -1.4965  0.001
N: 5.0001 3.4037 -1.2944  0.000
C: 3.7765 2.9544 -1.1903  0.000
C: 3.4492 1.5505 -0.9910  0.000
C: 4.4307 0.5621 -0.9093  -0.001
C: 4.0479 -0.7365 -0.6810  0.000
C: 2.6915 -1.0222 -0.5486  0.001
N: 1.7474 -0.0972 -0.6426  0.011
C: 2.1075 1.1846 -0.8588  0.004
C: 1.0438 2.1924 -0.9094  0.008
N: -0.2120 1.7707 -0.7143  0.096
C: -1.1959 2.6451 -0.7612  0.009
C: -1.0019 4.0014 -1.0190  0.007
C: 0.2831 4.4542 -1.1958  -0.003
C: 1.3364 3.5419 -1.1267  0.003
C: 2.7277 3.9437 -1.2587  0.001
N: 3.1141 5.1829 -1.4175  0.001
H: 5.4685 0.8469 -1.0212  0.000
H: 4.7632 -1.5421 -0.6048  0.000
H: 2.3564 -2.0308 -0.3629  0.000
H: -2.1906 2.2615 -0.5716  0.000
H: -1.8560 4.6608 -1.0751  0.001
H: 0.5060 5.4966 -1.3808  0.000
F: -0.2072 -5.2718 -1.6481  0.010
Te: 0.8973 -4.5739 -0.3027  0.018
F: -0.2525 -5.2930 0.9916  0.013
F: 2.2152 -4.2481 1.0168  0.014
F: 1.6556 -6.2963 -0.3038  0.000
F: 2.2224 -4.2336 -1.6158  0.010
O: 0.2534 -2.9209 -0.2883  0.076



no.,M (g mol⁻¹)
1,640.845
2,116.135
3,319.982
4,652.766
5,94.928
6,1334.792